Record 1
A molecular structure, C17H43InN3OS. Source: the OMol25 dataset; level of theory: ωB97M-V with the def2-TZVPD basis set.

Cartesian coordinates (Å):
C -1.886 -0.255 0.866
C -1.833 -0.989 1.995
In -0.638 -2.845 2.054
N -0.655 -3.463 4.073
S -1.958 -4.571 0.847
C 1.312 -2.466 1.092
C 2.220 -3.675 0.830
C 2.439 -4.579 2.037
O 2.742 -5.929 1.631
H -2.836 0.051 0.421
H -0.954 -0.019 0.354
H -2.475 -0.725 2.841
H -0.044 -4.225 4.340
H -0.516 -2.702 4.725
H -1.447 -4.388 -0.379
H 1.070 -2.040 0.112
H 1.834 -1.675 1.639
H 1.847 -4.274 -0.002
H 3.213 -3.320 0.513
H 1.543 -4.584 2.660
H 3.296 -4.244 2.627
H 2.006 -6.481 1.890
C -4.435 2.152 2.482
C -4.451 3.279 1.462
N -5.117 2.916 0.222
C -4.882 3.853 -0.860
C -5.420 5.282 -0.712
C -6.475 2.422 0.358
C -7.504 3.329 1.047
H -4.010 1.247 2.048
H -3.819 2.437 3.336
H -5.433 1.926 2.860
H -3.419 3.536 1.208
H -4.887 4.179 1.930
H -5.283 3.413 -1.778
H -3.798 3.907 -1.005
H -6.503 5.328 -0.826
H -4.985 5.919 -1.485
H -5.158 5.713 0.255
H -6.434 1.478 0.905
H -6.831 2.159 -0.642
H -7.105 3.760 1.966
H -8.386 2.742 1.315
H -7.838 4.144 0.406
C 6.504 -0.152 -4.441
C 5.183 -0.075 -3.690
N 5.062 -1.080 -2.652
C 3.709 -1.218 -2.129
C 3.093 -0.026 -1.393
C 6.127 -1.094 -1.662
C 6.391 0.194 -0.871
H 6.669 -1.160 -4.823
H 6.490 0.539 -5.286
H 7.352 0.121 -3.811
H 4.365 -0.246 -4.395
H 5.052 0.953 -3.313
H 3.689 -2.092 -1.474
H 3.064 -1.472 -2.976
H 3.523 0.110 -0.402
H 2.026 -0.203 -1.255
H 3.207 0.905 -1.953
H 7.054 -1.378 -2.167
H 5.915 -1.912 -0.969
H 6.421 1.068 -1.524
H 7.359 0.123 -0.371
H 5.639 0.370 -0.103

Atoms 1-2, force components in eV/Å:
C -0.185 -0.363 0.432
C 1.090 0.704 0.500

Output
Highest occupied orbital energy = -4.183 eV
Charge = -1
Max |F| = 1.62 eV Å⁻¹
Kohn-Sham gap = 6.819 eV

Record 2
3 unconnected molecules or ions with the total composition C17H43N2O11P2. Source: the OMol25 dataset; level of theory: ωB97M-V with the def2-TZVPD basis set.

Cartesian coordinates (Å):
C 2.047 -1.373 1.065
O 0.972 -1.965 0.335
C 0.222 -2.854 1.131
C -0.181 -4.074 0.319
C -1.335 -3.833 -0.682
C -2.760 -3.891 -0.120
N -2.863 -4.883 0.992
C -4.272 -4.966 1.500
C -4.561 -3.604 2.163
O -3.687 -2.568 1.738
C -3.428 -2.571 0.342
N -4.749 -2.514 -0.315
C -2.661 -1.291 -0.008
C -3.311 0.003 0.502
C -2.827 0.395 1.907
O -3.031 1.079 -0.390
H 2.951 -1.983 1.036
H 2.260 -0.414 0.601
H 1.785 -1.176 2.105
H 0.889 -3.209 1.927
H -0.609 -2.355 1.646
H -0.337 -4.930 0.981
H 0.681 -4.337 -0.294
H -1.256 -4.653 -1.402
H -1.120 -2.931 -1.247
H -3.397 -4.299 -0.904
H -2.552 -5.795 0.663
H -2.294 -4.612 1.797
H -4.909 -5.049 0.622
H -4.407 -5.808 2.169
H -4.420 -3.719 3.238
H -5.603 -3.322 2.022
H -4.670 -2.118 -1.243
H -5.378 -1.931 0.221
H -1.613 -1.281 0.292
H -2.669 -1.202 -1.098
H -4.396 -0.059 0.541
H -2.734 -0.451 2.581
H -3.557 1.088 2.326
H -1.903 0.967 1.810
H -2.073 1.179 -0.370
C 5.035 4.434 3.213
O 4.408 3.136 3.099
P 4.802 2.157 1.845
O 4.046 0.929 2.151
O 6.373 2.113 2.278
C 6.777 1.202 3.303
O 5.191 1.966 0.267
C 5.940 3.009 -0.399
H 4.260 5.184 3.362
H 5.693 4.424 4.079
H 5.614 4.696 2.330
H 5.926 0.791 3.843
H 7.413 1.738 4.007
H 7.349 0.395 2.849
H 6.994 2.932 -0.135
H 5.568 4.000 -0.140
H 5.831 2.865 -1.471
C 0.758 1.582 -3.294
O 0.347 1.998 -4.612
P -0.957 2.985 -4.778
O -0.987 3.250 -6.221
O -0.304 4.177 -3.879
C 0.594 5.091 -4.514
O -2.475 3.338 -4.288
C -2.814 3.158 -2.895
H 0.883 0.500 -3.291
H 1.713 2.051 -3.064
H 0.035 1.856 -2.527
H 0.912 4.738 -5.493
H 1.473 5.205 -3.879
H 0.098 6.056 -4.614
H -2.435 3.998 -2.312
H -2.409 2.227 -2.507
H -3.897 3.129 -2.810

Atoms 1-2, force components in eV/Å:
C 0.077 0.606 -0.170
O -0.540 -0.038 0.083

Output
Highest occupied orbital energy = -11.796 eV
Charge = +1
Max |F| = 5.93 eV Å⁻¹
Kohn-Sham gap = 8.827 eV

Record 3
11 unconnected molecules or ions with the total composition C17H43N9O22. Source: the OMol25 dataset; level of theory: ωB97M-V with the def2-TZVPD basis set.

Cartesian coordinates (Å):
C 3.213 -2.130 1.429
N 3.105 -2.818 0.180
O 4.090 -3.401 -0.271
O 2.010 -2.713 -0.346
H 3.154 -1.053 1.220
H 4.160 -2.532 1.882
H 2.370 -2.327 2.092
C 1.499 -0.609 -4.657
N 2.913 -0.120 -4.599
O 3.136 0.828 -5.342
O 3.681 -0.630 -3.775
H 1.591 -1.538 -4.177
H 1.249 -0.767 -5.665
H 0.892 0.172 -4.119
C -1.590 4.811 -2.875
N -0.105 4.913 -2.496
O 0.300 5.938 -1.933
O 0.557 3.937 -2.819
H -1.984 5.810 -2.781
H -2.013 4.082 -2.211
H -1.727 4.402 -3.886
C -2.073 -3.667 -3.367
N -2.613 -3.240 -2.029
O -2.083 -2.294 -1.511
O -3.563 -3.844 -1.610
H -1.074 -3.297 -3.425
H -2.796 -3.295 -4.198
H -2.131 -4.807 -3.353
C 3.709 -3.426 -4.534
N 2.668 -4.198 -5.254
O 1.663 -3.612 -5.684
O 2.848 -5.411 -5.265
H 3.849 -2.398 -4.991
H 4.616 -4.047 -4.511
H 3.307 -3.141 -3.534
C -1.176 0.553 -1.627
N -1.934 0.239 -2.831
O -3.117 0.176 -2.683
O -1.342 -0.056 -3.872
H -1.797 0.556 -0.682
H -0.653 1.542 -1.732
H -0.372 -0.158 -1.457
C 4.035 1.758 4.801
N 3.803 2.478 3.579
O 3.531 3.689 3.728
O 3.877 1.868 2.547
H 3.466 0.822 4.824
H 3.779 2.418 5.581
H 5.087 1.535 4.726
C 3.721 2.742 -1.826
N 3.440 1.347 -1.400
O 4.343 0.648 -0.907
O 2.315 0.934 -1.449
H 3.192 3.331 -1.124
H 3.210 2.861 -2.752
H 4.792 2.927 -1.701
C -0.395 -1.331 2.523
N 0.616 -0.353 2.985
O 1.068 -0.452 4.097
O 0.870 0.537 2.218
H -1.367 -0.888 2.848
H -0.129 -2.278 2.988
H -0.465 -1.339 1.444
O -2.782 -2.590 1.812
C -3.805 -3.092 1.406
O -4.793 -2.400 0.905
C -4.484 -0.995 0.773
C -4.856 -0.330 2.119
C -4.015 -4.577 1.384
H -5.165 -0.668 0.016
H -3.470 -0.851 0.488
H -4.262 -0.441 3.015
H -5.882 -0.625 2.413
H -4.893 0.774 1.978
H -3.036 -5.014 1.450
H -4.383 -4.842 0.390
H -4.627 -4.986 2.246
O -1.660 0.976 4.549
C -1.052 1.980 4.806
O -1.443 3.204 4.374
C -2.454 3.264 3.236
C -1.936 4.166 2.141
C 0.044 2.024 5.796
H -3.362 3.722 3.721
H -2.686 2.320 2.967
H -1.549 5.096 2.514
H -2.731 4.323 1.394
H -1.065 3.661 1.622
H 0.156 1.164 6.484
H -0.096 2.930 6.351
H 1.059 2.118 5.224

Atoms 1-2, force components in eV/Å:
C 1.476 0.319 2.079
N -0.261 -0.555 -1.315

Output
Relative energy (zero: lowest compared OMol25 entry of this formula, charge and spin) = 67.2 kJ/mol
Highest occupied orbital energy = -10.301 eV
Max |F| = 4.79 eV Å⁻¹
SMILES string = C[N+](=O)[O-].C[N+](=O)[O-].C[N+](=O)[O-].C[N+](=O)[O-].C[N+](=O)[O-].C[N+](=O)[O-].C[N+](=O)[O-].C[N+](=O)[O-].C[N+](=O)[O-].CCOC(C)=O.CCOC(C)=O
Kohn-Sham gap = 10.010 eV